{"formula": "C4H8NO", "method": "the ωB97M-V functional and the def2-TZVPD basis", "elements": ["C", "C", "C", "C", "N", "O", "H", "H", "H", "H", "H", "H", "H", "H"], "xyz": [[2.68, -0.30, -0.48], [0.11, -0.63, -0.62], [1.41, -0.57, -0.66], [-1.11, 1.24, 0.70], [-2.21, 0.64, 0.24], [-0.60, -1.52, 0.17], [3.19, 0.44, 0.15], [3.44, -1.01, -0.90], [-0.47, -0.14, -1.31], [-0.98, 2.30, 0.54], [-0.34, 0.68, 1.27], [-2.79, 0.93, -0.54], [-2.20, -0.38, 0.45], [-0.13, -1.69, 1.00]], "gap_ev": 7.74, "total_energy_ha": -286.8229, "e_above_lowest_kj_mol": 314.1, "lumo_energy_ev": -5.73, "charge": 1, "largest_force_ev_per_a": 3.12}